(1)
The following is a DFT calculation (ωB97M-V with the def2-TZVPD basis set) of 8 unconnected molecules or ions with the total composition C26H73N5O8 in a non-equilibrium geometry.

Structure (XYZ):
```
112
Properties=species:S:1:pos:R:3:mulliken_charge:R:1
C -0.294 2.714 4.346 -0.742
O 1.147 2.319 4.398 -0.379
C 1.453 1.211 3.660 -0.562
C 2.911 0.678 3.791 0.544
C 3.907 1.735 3.328 -1.355
N 3.092 -0.625 3.209 -0.744
H -0.618 3.074 5.322 0.264
H -1.002 1.920 4.108 0.299
H -0.434 3.449 3.553 0.295
H 0.640 0.523 3.896 0.345
H 1.300 1.567 2.642 0.267
H 3.002 0.560 4.871 0.222
H 4.899 1.363 3.585 0.362
H 3.820 2.649 3.916 0.337
H 3.958 1.903 2.252 0.323
H 3.907 -1.044 3.633 0.276
H 2.333 -1.203 3.539 0.249
C 4.397 -1.484 -3.508 -0.765
O 4.833 -0.823 -4.592 -0.285
C 3.855 -0.218 -5.452 -0.751
C 4.475 0.441 -6.640 0.477
C 5.215 1.753 -6.355 -1.300
N 3.666 0.656 -7.788 -0.636
H 3.706 -2.310 -3.679 0.306
H 3.936 -0.768 -2.828 0.318
H 5.163 -1.937 -2.878 0.261
H 3.048 -0.893 -5.738 0.383
H 3.328 0.598 -4.958 0.302
H 5.144 -0.406 -6.789 0.230
H 6.064 1.690 -5.674 0.291
H 4.414 2.312 -5.871 0.293
H 5.547 2.501 -7.075 0.389
H 3.260 -0.233 -8.043 0.262
H 4.212 0.869 -8.611 0.236
C -3.411 -4.708 9.020 -0.740
O -2.651 -4.162 7.974 -0.324
C -2.452 -5.042 6.863 -0.646
C -1.523 -4.599 5.750 0.279
C -1.420 -5.655 4.616 -1.440
N -0.116 -4.560 6.147 -0.662
H -2.952 -5.657 9.299 0.315
H -4.427 -4.957 8.714 0.300
H -3.442 -4.169 9.967 0.288
H -2.200 -6.084 7.062 0.349
H -3.420 -5.001 6.364 0.294
H -1.751 -3.613 5.345 0.410
H -2.309 -5.534 3.998 0.343
H -1.324 -6.695 4.930 0.373
H -0.487 -5.561 4.061 0.422
H 0.240 -3.847 6.768 0.222
H 0.095 -5.435 6.605 0.215
C -6.740 -7.926 -2.210 -0.815
O -6.209 -6.645 -2.302 -0.380
C -4.780 -6.558 -2.739 -0.691
C -4.563 -7.335 -4.063 0.449
C -3.131 -7.238 -4.536 -1.605
N -5.366 -6.879 -5.171 -0.669
H -6.289 -8.603 -1.486 0.338
H -6.854 -8.557 -3.091 0.330
H -7.760 -7.904 -1.827 0.297
H -4.480 -5.515 -2.842 0.363
H -4.203 -7.075 -1.972 0.351
H -4.848 -8.320 -3.693 0.326
H -2.954 -7.654 -5.528 0.387
H -2.437 -7.781 -3.895 0.402
H -2.793 -6.201 -4.532 0.361
H -5.049 -6.031 -5.619 0.270
H -6.173 -6.553 -4.658 0.286
C 3.373 7.194 -0.058 -0.618
O 4.687 7.833 -0.168 -0.335
C 4.923 8.860 0.812 -0.480
C 6.364 9.390 1.097 0.451
C 6.568 10.191 2.340 -1.400
N 6.815 10.448 0.151 -0.684
H 2.516 7.711 -0.488 0.245
H 3.264 6.958 1.001 0.322
H 3.538 6.289 -0.643 0.224
H 4.233 9.686 0.639 0.238
H 4.675 8.359 1.748 0.280
H 7.171 8.661 1.168 0.248
H 6.011 9.710 3.144 0.367
H 6.193 11.212 2.410 0.326
H 7.586 10.374 2.682 0.363
H 6.961 9.956 -0.719 0.233
H 6.240 11.258 -0.028 0.220
C -1.790 4.137 -6.720 -0.822
C -0.241 4.443 -6.548 -0.331
O 0.355 4.297 -7.882 -0.517
H -2.030 3.076 -6.791 0.280
H -2.284 4.764 -7.462 0.276
H -2.248 4.456 -5.783 0.294
H 0.328 3.899 -5.794 0.238
H 0.125 5.433 -6.275 0.279
H 0.527 3.353 -7.921 0.295
C -1.584 1.329 -1.653 -0.965
C -2.176 0.197 -0.816 -0.204
O -1.289 -0.906 -0.783 -0.511
H -2.309 2.126 -1.821 0.311
H -1.208 1.238 -2.672 0.329
H -0.838 1.755 -0.983 0.210
H -3.138 -0.183 -1.163 0.269
H -2.425 0.685 0.126 0.252
H -1.179 -1.068 0.157 0.307
C -5.845 -0.916 4.037 -1.192
C -6.586 -2.092 3.467 -0.049
O -7.889 -2.031 3.935 -0.525
H -5.524 -1.129 5.057 0.351
H -6.414 0.008 3.943 0.388
H -4.927 -0.941 3.450 0.289
H -6.218 -3.074 3.764 0.210
H -6.552 -1.899 2.395 0.224
H -7.866 -1.540 4.760 0.305
```

Summary:
Lowest unoccupied orbital energy, eV: 0.0
Highest occupied orbital energy, eV: -9.06
Kohn-Sham gap, eV: 9.06
Largest force on an atom, eV/A: 3.85
DFT total energy, Eh: -1909.748877
SMILES: COC[C@H](C)N.COC[C@H](C)N.COC[C@H](C)N.COC[C@H](C)N.COC[C@H](C)N.CCO.CCO.CCO
Molecular weight, Da: 583.90



(2)
The following is a DFT calculation (ωB97M-V with the def2-TZVPD basis set) of 16 unconnected molecules or ions with the total composition C26H74O16 in a non-equilibrium geometry.

Structure (XYZ):
```
116
Properties=species:S:1:pos:R:3:mulliken_charge:R:1
C -3.709 2.712 -0.386 -0.354
C -4.893 1.752 -0.515 0.843
O -5.179 1.309 -1.608 -0.600
C -5.686 1.440 0.718 -1.058
H -4.001 3.731 -0.135 0.497
H -3.196 2.773 -1.346 -0.115
H -2.946 2.348 0.302 -0.055
H -4.970 1.305 1.529 0.200
H -6.267 0.530 0.572 0.250
H -6.374 2.273 0.863 0.391
C 0.643 1.630 0.199 0.483
C 0.000 0.312 -0.031 -0.423
O -1.105 0.249 -0.585 -0.280
C 0.779 -0.946 0.225 2.236
H -0.156 2.370 0.149 0.130
H 1.317 1.899 -0.614 0.032
H 1.102 1.645 1.187 -0.628
H 0.193 -1.861 0.140 -1.180
H 1.176 -0.956 1.240 -0.498
H 1.619 -1.004 -0.466 -0.185
C 5.100 -2.142 0.049 -0.451
C 5.012 -3.148 1.167 0.351
O 5.982 -3.819 1.534 -0.600
C 3.680 -3.107 1.914 -0.186
H 6.118 -2.076 -0.335 0.380
H 4.903 -1.138 0.426 -0.163
H 4.383 -2.357 -0.743 0.215
H 3.643 -3.844 2.716 0.428
H 2.847 -3.381 1.267 0.070
H 3.487 -2.108 2.305 -0.147
C -3.493 -2.666 3.307 -0.911
C -3.441 -1.166 3.064 0.572
O -4.431 -0.457 3.330 -0.666
C -2.218 -0.542 2.467 0.657
H -2.719 -2.982 4.007 0.302
H -3.334 -3.168 2.352 0.045
H -4.433 -2.952 3.778 0.387
H -2.409 0.511 2.258 0.270
H -1.974 -1.114 1.572 -0.751
H -1.345 -0.629 3.114 -0.028
C -1.609 -0.451 -3.745 0.664
C -1.897 0.649 -4.719 0.550
O -1.011 1.019 -5.519 -0.631
C -3.260 1.371 -4.701 -0.951
H -1.584 -1.345 -4.369 0.520
H -2.367 -0.458 -2.962 -0.348
H -0.618 -0.353 -3.303 -0.668
H -3.220 2.460 -4.710 0.328
H -3.853 1.061 -3.840 0.096
H -3.761 1.011 -5.599 0.375
C 2.333 4.331 2.094 -0.575
O 2.867 4.374 0.783 -0.551
H 1.686 3.459 2.184 0.100
H 3.078 4.396 2.887 0.440
H 1.695 5.190 2.300 0.300
H 3.775 4.062 0.784 0.274
C 1.117 0.422 4.538 -0.776
O 1.676 -0.697 3.833 -0.559
H 0.286 0.881 4.001 0.207
H 0.718 0.035 5.476 0.338
H 1.816 1.223 4.777 0.350
H 2.320 -0.287 3.251 0.028
C -1.820 -5.103 0.250 -0.391
O -2.978 -4.836 -0.483 -0.541
H -1.254 -4.266 0.658 -0.140
H -2.148 -5.796 1.025 0.331
H -1.125 -5.638 -0.397 0.386
H -3.259 -3.920 -0.432 0.506
C 4.423 1.412 2.726 -0.964
O 3.405 0.774 2.079 0.501
H 5.418 1.067 2.445 0.336
H 4.265 2.468 2.507 0.080
H 4.447 1.196 3.794 0.314
H 3.482 0.951 1.139 -0.195
C 5.086 0.939 -1.280 -1.269
O 3.733 0.693 -0.813 0.683
H 5.669 0.919 -0.360 0.373
H 5.481 0.134 -1.899 0.289
H 5.245 1.877 -1.812 0.279
H 3.134 0.357 -1.484 -0.338
C -0.144 -3.331 -2.095 -0.278
O 0.468 -2.953 -3.319 -0.527
H -0.667 -4.276 -2.244 0.420
H 0.427 -3.472 -1.178 0.100
H -0.946 -2.634 -1.850 -0.040
H 1.278 -3.468 -3.327 0.245
C -0.891 3.471 -2.689 0.161
O 0.304 3.851 -3.293 -0.599
H -1.637 3.456 -3.483 0.190
H -0.921 2.442 -2.332 -0.299
H -1.106 4.153 -1.867 0.177
H 0.932 4.114 -2.617 0.364
C -4.704 -2.370 -1.613 -0.800
O -3.709 -2.155 -0.605 -0.371
H -4.339 -2.110 -2.607 0.250
H -5.084 -3.389 -1.549 0.360
H -5.584 -1.793 -1.325 0.268
H -3.253 -1.318 -0.718 0.108
C 2.173 0.341 -3.956 -0.477
O 2.125 -0.665 -2.964 -0.509
H 2.898 1.055 -3.564 0.262
H 2.421 -0.095 -4.923 0.284
H 1.221 0.835 -4.151 0.076
H 1.469 -1.278 -3.303 0.307
C 0.068 6.044 -0.138 -0.771
O 1.028 5.343 -0.930 -0.520
H -0.340 5.299 0.545 0.276
H 0.598 6.813 0.423 0.270
H -0.686 6.488 -0.789 0.271
H 1.613 4.824 -0.373 0.443
C -0.126 -3.583 3.218 -0.458
O -0.014 -2.822 4.416 -0.575
H -0.779 -4.422 3.460 0.349
H -0.562 -2.955 2.440 -0.045
H 0.743 -4.139 2.867 0.344
H 0.629 -2.112 4.344 0.535
```

Summary:
Lowest unoccupied orbital energy (alpha / beta), eV: 2.1 / 2.0
Total charge: -1
Highest occupied orbital energy (alpha / beta), eV: -0.05 / -4.95
Kohn-Sham gap (alpha / beta), eV: 2.17 / 6.94
Largest force on an atom, eV/A: 4.03
DFT total energy, Eh: -2238.653902
Molecular weight, Da: 642.86
Multiplicity: 2



(3)
The following is a DFT calculation (ωB97M-V with the def2-TZVPD basis set) of 11 unconnected molecules or ions with the total composition C26H74O19S11 in a non-equilibrium geometry.

Structure (XYZ):
```
130
Properties=species:S:1:pos:R:3:mulliken_charge:R:1
C -4.747 -9.432 30.017 -0.483
S -4.503 -10.989 30.794 0.429
O -3.906 -11.875 29.732 -0.544
C -3.248 -10.471 31.878 -0.991
H -3.804 -9.180 29.569 0.119
H -4.999 -8.551 30.679 0.413
H -5.568 -9.575 29.322 0.085
H -2.341 -10.244 31.360 0.309
H -3.019 -11.332 32.559 0.333
H -3.585 -9.633 32.546 0.348
C -3.860 -8.568 16.819 -1.065
S -3.726 -8.514 18.612 0.576
O -4.768 -9.378 19.187 -0.602
C -2.183 -9.311 18.877 -0.857
H -4.709 -7.933 16.769 0.339
H -3.902 -9.560 16.418 0.332
H -2.981 -8.057 16.383 0.344
H -2.120 -10.262 18.360 0.414
H -2.391 -9.585 19.939 0.119
H -1.315 -8.678 18.841 0.385
C -8.862 -10.620 23.334 -0.664
S -9.922 -12.012 23.597 0.845
O -10.862 -11.620 24.692 -0.719
C -10.853 -11.766 22.116 -1.237
H -8.157 -10.718 22.489 0.295
H -8.174 -10.399 24.181 -0.330
H -9.420 -9.723 23.131 0.666
H -10.260 -11.822 21.223 0.376
H -11.452 -10.852 21.914 0.333
H -11.624 -12.565 22.139 0.348
C -4.690 -10.392 23.280 -0.777
S -5.342 -8.960 24.162 0.237
O -4.414 -7.804 23.754 -0.137
C -4.835 -9.489 25.749 -0.309
H -5.004 -11.285 23.839 -0.052
H -3.603 -10.386 23.265 0.325
H -5.071 -10.462 22.267 0.574
H -5.599 -10.140 26.149 0.101
H -4.754 -8.633 26.390 0.124
H -3.869 -9.999 25.706 0.055
C -9.803 -7.973 29.108 -0.999
S -8.503 -7.810 27.954 0.798
O -8.525 -6.376 27.562 -0.754
C -9.420 -8.641 26.656 -0.554
H -9.579 -7.461 30.081 0.323
H -9.911 -9.052 29.276 0.271
H -10.637 -7.465 28.577 0.344
H -8.648 -8.662 25.908 -0.187
H -10.256 -7.990 26.329 0.506
H -9.711 -9.706 26.795 0.272
C -1.837 -14.069 26.610 -0.821
S -3.124 -15.010 25.771 0.329
O -4.295 -14.141 25.639 -0.380
C -2.369 -14.985 24.100 -0.840
H -2.163 -13.732 27.591 0.279
H -1.615 -13.147 26.022 0.152
H -0.960 -14.740 26.607 0.399
H -1.332 -15.040 24.183 0.485
H -2.733 -14.063 23.626 0.086
H -2.809 -15.764 23.508 0.306
C -3.118 -5.884 21.416 -0.834
S -3.593 -4.901 22.827 0.775
O -3.184 -3.511 22.555 -0.797
C -5.335 -5.093 22.605 -0.959
H -2.059 -5.821 21.305 0.283
H -3.539 -5.353 20.561 0.585
H -3.573 -6.868 21.502 -0.078
H -5.484 -6.143 22.332 0.049
H -5.600 -4.441 21.818 0.495
H -5.991 -4.814 23.408 0.364
O 0.695 -9.183 22.314 -0.638
S 0.699 -7.804 22.138 1.293
O 0.288 -7.284 20.903 -0.618
O 0.070 -7.053 23.296 -0.237
C -1.229 -7.606 23.777 0.327
C -1.120 -8.626 24.854 -0.783
C 2.341 -7.240 22.378 -1.048
H -1.778 -8.081 22.989 0.370
H -1.803 -6.752 24.152 -0.249
H -0.570 -8.228 25.700 0.255
H -0.581 -9.568 24.574 0.421
H -2.085 -9.036 25.174 -0.143
H 2.855 -7.766 21.510 0.368
H 2.640 -7.525 23.406 0.304
H 2.291 -6.187 22.149 0.326
O -4.568 -13.552 21.680 -0.594
S -5.968 -13.679 21.497 1.286
O -6.744 -12.595 20.997 -0.655
O -6.181 -14.987 20.610 -0.302
C -6.184 -14.738 19.127 -0.326
C -4.732 -14.712 18.606 -0.983
C -6.746 -14.173 23.015 -0.600
H -6.734 -13.788 18.955 0.283
H -6.728 -15.597 18.635 0.295
H -4.752 -14.786 17.541 0.429
H -4.292 -15.638 18.977 0.239
H -4.258 -13.828 18.922 0.284
H -6.365 -13.505 23.769 -0.025
H -6.491 -15.199 23.265 0.466
H -7.822 -13.971 22.954 0.168
O -7.033 -11.951 25.976 -0.216
S -7.794 -12.592 27.024 1.134
O -8.645 -11.795 27.876 -0.687
O -8.730 -13.617 26.241 -0.165
C -10.119 -13.853 26.786 -0.228
C -10.672 -14.968 26.004 -1.221
C -6.684 -13.690 27.999 -0.999
H -10.639 -12.895 26.684 0.188
H -9.937 -14.055 27.855 0.551
H -9.854 -15.616 25.787 0.276
H -11.233 -14.506 25.173 0.237
H -11.343 -15.518 26.656 0.385
H -6.334 -14.364 27.220 0.231
H -7.265 -14.144 28.781 0.390
H -5.834 -13.099 28.296 0.355
O -2.111 -7.273 27.207 -0.520
S -2.630 -6.024 27.645 1.122
O -3.018 -5.799 28.983 -0.656
O -1.505 -4.918 27.337 -0.408
C -0.187 -5.138 26.998 0.158
C 0.665 -5.683 28.137 -1.078
C -3.948 -5.516 26.600 -0.422
H 0.190 -4.157 26.846 0.383
H -0.179 -5.708 26.046 -0.107
H 1.745 -5.567 27.950 0.395
H 0.420 -6.730 28.217 0.240
H 0.266 -5.146 28.992 0.317
H -4.100 -4.459 26.714 0.481
H -4.853 -5.970 27.079 0.231
H -3.710 -5.889 25.603 -0.231
```

Summary:
Lowest unoccupied orbital energy, eV: 0.3
Highest occupied orbital energy, eV: -8.06
Kohn-Sham gap, eV: 8.39
Largest force on an atom, eV/A: 3.54
DFT total energy, Eh: -6844.315100
Molecular weight, Da: 1043.60